ORCA calculation (ωB97M-V with the def2-TZVPD basis set) on a cluster of 2 separate species, C3H5O2 in total in a non-equilibrium geometry.

E_HOMO: -16.054 eV
Gap between HOMO and LUMO: 10.86 eV
Total charge: +1
Relative energy (zero: lowest compared OMol25 entry of this formula, charge and spin): 1.284 eV
Strongest force on any atom: 5.893 eV/Å
Lowest unoccupied orbital energy: -5.196 eV

Each line ends with the Mulliken charge.
Atoms and positions in Å:
C1 0.35626 -1.67952 1.29283  -0.02
C2 -0.67704 -0.13530 -1.05750  0.85
C3 -0.15188 1.11797 -0.91271  -0.91
O1 0.35141 -0.76787 0.46831  -0.41
O2 -1.33351 -1.03420 -1.33340  -0.16
H1 0.64683 -1.33374 2.29577  0.27
H2 -0.20215 -2.63778 1.16383  0.27
H3 0.86594 0.98207 -0.72928  0.38
H4 -0.49492 1.61636 0.02006  0.35
H5 -0.47045 1.76867 -1.72719  0.36